(1)
This record from the OMol25 dataset describes a structure of composition C36H38BrGe2N6O4Ti at a distorted geometry. The level of theory is ωB97M-V/def2-TZVPD.

```
! RIJCOSX wB97M-V def2-TZVPD def2/J DEFGRID3
* xyz 1 1
Ti -0.73 0.81 -0.94
C -3.90 1.33 -4.43
C -3.19 1.47 -3.25
N -2.00 0.89 -3.10
C -1.51 0.20 -4.12
C -2.24 0.06 -5.30
N -3.43 0.62 -5.45
C -0.16 -0.35 -3.89
C 0.49 -1.20 -4.77
C 1.75 -1.69 -4.45
C 2.31 -1.31 -3.24
C 1.61 -0.46 -2.42
N 0.40 0.03 -2.75
C 2.07 -0.01 -1.08
C 3.17 -0.45 -0.46
N 3.33 -0.05 0.95
C 2.95 1.36 1.10
C 1.87 1.74 0.43
N 1.27 0.96 -0.53
C 2.48 -2.61 -5.36
C 2.47 -2.42 -6.74
C 3.17 -3.31 -7.54
N 3.84 -4.36 -7.07
C 3.83 -4.54 -5.75
C 3.18 -3.70 -4.86
H -4.87 1.80 -4.55
H -3.57 2.03 -2.40
H -1.86 -0.51 -6.13
H 0.01 -1.51 -5.69
H 3.29 -1.67 -2.95
H 3.90 -1.14 -0.85
H 3.53 1.95 1.80
H 1.47 2.73 0.57
H 1.96 -1.57 -7.18
H 3.19 -3.17 -8.61
H 4.37 -5.41 -5.38
H 3.19 -3.92 -3.80
O -4.20 -0.77 -1.11
C -3.05 -0.54 -0.92
O -2.52 0.62 -0.47
C -1.89 -1.52 -1.27
O -1.99 -2.44 -2.01
O -0.73 -1.07 -0.71
C 0.82 4.90 1.33
C -0.65 4.51 1.36
Ge -1.22 2.65 1.46
C -3.16 2.75 1.54
C -3.89 1.62 2.25
C -0.57 2.11 3.20
C -0.31 0.83 3.45
Ge -0.46 -0.28 1.86
C 1.18 -1.36 1.58
C 2.59 -0.93 1.96
C -1.90 -1.57 2.08
C -1.61 -2.67 3.11
C -0.07 0.29 4.82
C 0.76 -0.81 5.06
C 1.00 -1.26 6.34
C 0.41 -0.63 7.43
C -0.43 0.45 7.21
C -0.66 0.91 5.92
H 0.95 5.96 1.55
H 1.26 4.73 0.35
H 1.40 4.35 2.08
H -1.20 4.98 0.53
H -1.11 4.87 2.29
H -3.54 2.91 0.53
H -3.30 3.69 2.08
H -3.81 0.68 1.71
H -4.96 1.85 2.34
H -3.51 1.47 3.26
H -0.51 2.86 3.99
H 1.16 -1.79 0.58
H 0.97 -2.20 2.25
H 2.61 -0.35 2.89
H 4.32 -0.14 1.17
H 3.23 -1.80 2.09
H -2.15 -2.03 1.13
H -2.77 -1.00 2.40
H -0.75 -3.28 2.85
H -2.47 -3.35 3.17
H -1.46 -2.27 4.11
H 1.22 -1.32 4.23
H 1.65 -2.12 6.50
H 0.60 -0.99 8.43
H -0.91 0.94 8.05
H -1.34 1.74 5.77
Br -0.66 3.19 -1.60
*
```

Properties
* HOMO-LUMO gap: 6.74 eV
* M: 891.7 g/mol
* LUMO level: -4.0 eV
* energy relative to the best compared isomer or geometry (same formula, charge and spin): 33.8 kcal/mol
* strongest force on any atom: 2.09 eV Å⁻¹
* highest occupied orbital energy: -10.8 eV

---

(2)
This record from the OMol25 dataset describes a structure of composition C23H18N4O6Sr at a distorted geometry. The level of theory is ωB97M-V/def2-TZVPD.

```
! RIJCOSX wB97M-V def2-TZVPD def2/J DEFGRID3
* xyz 0 1
Sr -0.22 -0.68 0.09
C 3.09 -1.16 0.64
O 2.17 -0.11 0.28
C 2.50 1.20 0.59
C 3.80 1.54 0.93
C 4.12 2.86 1.20
C 3.14 3.84 1.13
C 1.84 3.49 0.80
C 1.49 2.17 0.54
N 0.13 1.77 0.24
N -0.70 2.71 0.37
C -2.05 2.56 0.14
C -2.73 1.38 -0.29
O -2.16 0.24 -0.44
C -4.14 1.48 -0.57
C -4.81 2.63 -0.41
C -4.17 3.82 0.07
C -4.92 5.00 0.26
C -4.31 6.14 0.72
C -2.94 6.11 1.01
C -2.20 4.97 0.83
C -2.80 3.79 0.35
H 4.00 -1.06 0.05
H 2.60 -2.09 0.40
H 3.31 -1.10 1.70
H 4.57 0.78 0.98
H 5.13 3.12 1.46
H 3.39 4.88 1.32
H 1.07 4.24 0.74
H -4.62 0.57 -0.92
H -5.87 2.67 -0.63
H -5.97 4.99 0.03
H -4.89 7.05 0.86
H -2.46 7.01 1.39
H -1.15 4.97 1.07
C -0.41 1.22 3.92
C -0.27 -0.25 3.74
N -0.15 -0.88 2.59
C -0.05 -2.24 2.89
C -0.11 -2.39 4.26
N -0.24 -1.12 4.76
C -0.08 -3.47 5.30
O 0.04 -4.72 4.91
O -0.18 -3.14 6.46
C 0.14 -3.30 1.82
O 0.31 -4.47 2.18
O 0.16 -2.88 0.63
H -0.42 1.71 2.95
H 0.42 1.62 4.51
H -1.34 1.46 4.44
H -0.32 -0.94 5.75
H 0.07 -4.78 3.89
*
```

Properties
* HOMO-LUMO gap: 6.94 eV
* M: 534.0 g/mol
* LUMO level: -0.8 eV
* strongest force on any atom: 1.26 eV Å⁻¹
* highest occupied orbital energy: -7.8 eV

---

(3)
This record from the OMol25 dataset describes a structure of composition C14H17Cl2GdN at a distorted geometry. The level of theory is ωB97M-V/def2-TZVPD.

```
! RIJCOSX wB97M-V def2-TZVPD def2/J DEFGRID3
* xyz -1 8
Gd 0.31 1.34 0.09
Cl -0.10 3.51 -1.15
Cl 0.75 2.05 2.45
C 2.23 0.51 -0.62
H 2.67 -0.09 -1.42
H 3.01 0.72 0.16
C -1.15 0.23 -2.51
C 0.07 -0.37 -2.60
H -1.89 -0.11 -1.77
C 1.08 0.02 -3.62
H 0.36 -1.13 -1.87
C 0.84 1.45 -4.14
H 2.08 -0.09 -3.21
H 0.99 -0.66 -4.49
C -0.62 1.63 -4.56
H 1.06 2.16 -3.33
H 1.50 1.66 -4.99
C -1.61 1.34 -3.42
H -0.77 2.64 -4.94
H -0.83 0.94 -5.39
H -1.75 2.27 -2.84
H -2.59 1.11 -3.86
N -0.47 -0.84 0.91
C -0.40 -1.20 2.02
C -0.40 -1.53 3.39
C -1.62 -1.47 4.09
C -1.64 -1.61 5.48
C -0.45 -1.84 6.17
C 0.76 -1.96 5.48
C 0.79 -1.81 4.09
H -2.55 -1.30 3.54
H -2.59 -1.54 6.01
H -0.47 -1.93 7.27
H 1.68 -2.17 6.03
H 1.73 -1.90 3.55
*
```

Properties
* HOMO-LUMO gap (alpha / beta): 4.22 / 7.90 eV
* M: 427.5 g/mol
* LUMO level (alpha / beta): 2.8 / 2.4 eV
* energy relative to the best compared isomer or geometry (same formula, charge and spin): 0.0 kcal/mol
* strongest force on any atom: 2.74 eV Å⁻¹
* highest occupied orbital energy (alpha / beta): -1.4 / -5.5 eV

---

(4)
This record from the OMol25 dataset describes a structure of composition C2H2BF6NO11S2V at a distorted geometry. The level of theory is ωB97M-V/def2-TZVPD.

```
! RIJCOSX wB97M-V def2-TZVPD def2/J DEFGRID3
* xyz -2 2
O -0.17 0.59 2.31
V 0.27 0.05 0.84
B 1.67 -2.16 0.22
F 1.07 -1.43 -0.84
F 1.55 -3.49 -0.02
F 3.00 -1.85 0.25
F 1.12 -1.80 1.50
N -1.51 -0.84 0.32
S -2.70 -1.69 0.96
O -2.84 -3.14 0.69
O -3.89 -1.00 1.44
F -1.86 -1.73 2.30
S -2.27 -1.02 -1.29
O -3.44 -0.27 -1.70
O -2.08 -2.27 -1.97
F -1.13 -0.19 -2.02
O -1.59 3.25 -1.41
C -0.52 3.00 -0.62
O -0.35 1.87 -0.18
O 0.37 3.83 -0.36
H -1.90 2.35 -1.54
O 3.23 2.63 0.07
C 3.27 1.33 0.37
O 2.26 0.75 0.85
O 4.30 0.69 0.09
H 4.14 2.55 -0.23
*
```

Properties
* HOMO-LUMO gap (alpha / beta): 6.73 / 6.82 eV
* M: 455.9 g/mol
* LUMO level (alpha / beta): 3.7 / 3.8 eV
* strongest force on any atom: 7.97 eV Å⁻¹
* highest occupied orbital energy (alpha / beta): -3.1 / -3.1 eV

---

(5)
This record from the OMol25 dataset describes a structure of composition C3H7OP at a distorted geometry. The level of theory is ωB97M-V/def2-TZVPD.

```
! RIJCOSX wB97M-V def2-TZVPD def2/J DEFGRID3
* xyz 0 1
C -0.58 1.53 0.08
C -0.42 0.27 0.37
C -1.24 -0.94 0.33
O 1.25 -0.21 0.79
P 2.44 -0.41 -0.20
H 0.20 2.26 0.13
H -1.56 1.88 -0.21
H -1.43 -1.31 1.33
H -2.18 -0.72 -0.17
H -0.71 -1.72 -0.23
H 2.31 0.68 -1.08
H 1.91 -1.30 -1.15
*
```

Properties
* HOMO-LUMO gap: 9.42 eV
* M: 90.1 g/mol
* LUMO level: 0.8 eV
* energy relative to the best compared isomer or geometry (same formula, charge and spin): 41.3 kcal/mol
* strongest force on any atom: 5.47 eV Å⁻¹
* highest occupied orbital energy: -8.7 eV

---

(6)
This record from the OMol25 dataset describes the molecule C19H18F4N2O3 at a distorted geometry. The level of theory is ωB97M-V/def2-TZVPD.

```
! RIJCOSX wB97M-V def2-TZVPD def2/J DEFGRID3
* xyz 0 1
C -2.07 7.03 -3.31
O -1.92 5.63 -3.23
C -1.07 5.12 -2.30
C -0.97 3.72 -2.27
C -0.14 3.10 -1.38
C 0.62 3.85 -0.47
C 1.51 3.20 0.47
N 1.65 1.94 0.48
N 2.49 1.37 1.35
C 2.67 0.02 1.48
O 3.38 -0.40 2.38
C 1.97 -0.87 0.52
C 1.80 -0.55 -0.82
C 1.16 -1.44 -1.66
C 0.68 -2.64 -1.18
C 0.86 -2.98 0.16
C 0.38 -4.31 0.69
O -0.22 -4.10 1.96
C -0.44 -5.24 2.71
C -1.62 -6.10 2.24
F -1.90 -7.03 3.20
F -1.31 -6.82 1.13
C -2.93 -5.32 1.96
F -2.81 -4.58 0.85
F -3.21 -4.50 2.98
C 1.52 -2.09 1.00
C 0.52 5.24 -0.51
C -0.32 5.87 -1.41
H -2.79 7.20 -4.11
H -2.46 7.45 -2.38
H -1.13 7.52 -3.56
H -1.57 3.16 -2.97
H -0.07 2.02 -1.35
H 2.06 3.85 1.16
H 2.98 1.95 2.04
H 2.18 0.38 -1.21
H 1.03 -1.19 -2.71
H 0.17 -3.33 -1.84
H -0.33 -4.76 -0.01
H 1.24 -4.99 0.80
H 0.45 -5.90 2.74
H -0.67 -4.90 3.73
H -3.77 -6.02 1.83
H 1.67 -2.34 2.04
H 1.10 5.83 0.18
H -0.37 6.95 -1.40
*
```

Properties
* HOMO-LUMO gap: 8.53 eV
* M: 398.4 g/mol
* LUMO level: 0.4 eV
* energy relative to the best compared isomer or geometry (same formula, charge and spin): 0.0 kcal/mol
* strongest force on any atom: 1.24 eV Å⁻¹
* highest occupied orbital energy: -8.1 eV

---

(7)
This record from the OMol25 dataset describes a cluster of 10 separate species, C40H110N10O10 in total at a distorted geometry. The level of theory is ωB97M-V/def2-TZVPD.

```
! RIJCOSX wB97M-V def2-TZVPD def2/J DEFGRID3
* xyz 0 1
C 8.50 -4.07 2.22
O 8.58 -2.67 1.78
C 7.38 -2.18 1.26
C 7.47 -0.66 1.12
C 7.75 0.20 2.37
N 6.37 -0.03 0.47
H 8.10 -4.70 1.43
H 7.80 -4.14 3.05
H 9.53 -4.38 2.36
H 7.14 -2.66 0.32
H 6.49 -2.56 1.77
H 8.27 -0.48 0.40
H 8.59 -0.20 2.95
H 6.84 0.13 2.97
H 7.87 1.24 2.07
H 6.63 0.87 0.11
H 6.20 -0.58 -0.36
C -0.63 -3.25 10.13
O -0.75 -2.07 10.89
C -0.66 -2.24 12.30
C -0.91 -0.90 12.98
C 0.27 0.01 12.72
N -1.04 -1.08 14.43
H -0.90 -3.01 9.10
H -1.14 -4.12 10.55
H 0.40 -3.60 10.07
H -1.40 -2.97 12.62
H 0.38 -2.52 12.47
H -1.84 -0.48 12.59
H 0.43 0.18 11.66
H 1.16 -0.38 13.20
H 0.08 1.00 13.15
H -1.55 -0.28 14.77
H -1.65 -1.87 14.58
C -4.03 -5.70 -2.55
O -5.12 -5.86 -1.69
C -4.83 -6.82 -0.68
C -6.03 -7.13 0.22
C -6.20 -6.06 1.31
N -5.71 -8.44 0.87
H -3.69 -6.62 -3.02
H -3.18 -5.20 -2.08
H -4.37 -4.99 -3.30
H -4.60 -7.73 -1.24
H -3.97 -6.53 -0.09
H -6.90 -7.21 -0.43
H -5.46 -6.01 2.11
H -7.13 -6.26 1.85
H -6.29 -5.09 0.83
H -6.58 -8.64 1.33
H -5.64 -9.18 0.19
C 5.35 -2.80 7.79
O 5.98 -3.13 9.00
C 6.70 -2.05 9.62
C 7.12 -2.46 11.09
C 5.93 -2.80 12.02
N 7.93 -1.40 11.75
H 6.07 -2.39 7.07
H 4.53 -2.11 7.97
H 4.98 -3.69 7.29
H 7.60 -1.93 9.01
H 6.00 -1.22 9.61
H 7.69 -3.39 10.98
H 5.12 -2.11 11.79
H 6.19 -2.78 13.07
H 5.54 -3.77 11.72
H 8.25 -1.71 12.66
H 8.79 -1.51 11.23
C -5.28 3.03 -9.95
O -5.27 2.62 -11.26
C -4.43 3.46 -12.06
C -4.22 2.59 -13.28
C -3.25 3.16 -14.36
N -5.45 2.13 -13.89
H -5.89 2.32 -9.39
H -5.76 4.01 -9.94
H -4.32 3.16 -9.46
H -5.04 4.34 -12.22
H -3.47 3.65 -11.58
H -3.75 1.67 -12.94
H -3.63 4.13 -14.70
H -3.37 2.59 -15.28
H -2.19 3.16 -14.13
H -5.96 2.88 -14.32
H -5.99 2.03 -13.05
C -6.78 0.80 3.77
O -6.23 0.62 5.10
C -6.85 -0.43 5.87
C -5.88 -1.14 6.78
C -6.51 -2.40 7.41
N -5.28 -0.37 7.90
H -6.79 -0.05 3.09
H -6.18 1.60 3.34
H -7.78 1.20 3.95
H -7.66 0.01 6.46
H -7.28 -1.19 5.22
H -5.11 -1.61 6.16
H -7.40 -2.17 8.00
H -5.84 -2.93 8.09
H -6.91 -3.09 6.67
H -4.55 -0.96 8.27
H -4.74 0.45 7.64
C 4.60 5.13 -10.96
O 3.74 6.00 -10.13
C 3.90 5.86 -8.71
C 3.19 4.60 -8.11
C 1.69 4.59 -8.50
N 3.26 4.62 -6.68
H 4.85 4.20 -10.44
H 5.50 5.65 -11.28
H 4.17 4.91 -11.94
H 4.97 5.83 -8.46
H 3.47 6.70 -8.16
H 3.75 3.79 -8.59
H 1.69 4.16 -9.50
H 1.23 5.58 -8.52
H 1.05 4.01 -7.83
H 2.93 5.50 -6.31
H 4.24 4.55 -6.44
C -1.22 0.87 -1.99
O -0.73 -0.23 -1.15
C -0.02 0.25 -0.06
C 0.43 -0.86 0.90
C -0.70 -1.54 1.59
N 1.25 -0.16 1.89
H -1.99 1.37 -1.41
H -1.64 0.41 -2.88
H -0.48 1.59 -2.36
H 0.88 0.67 -0.51
H -0.48 1.09 0.47
H 1.04 -1.51 0.28
H -1.42 -0.93 2.15
H -0.32 -2.25 2.32
H -1.17 -2.12 0.80
H 0.72 0.65 2.18
H 2.02 0.15 1.32
C 0.23 -2.45 -9.51
O 1.17 -2.87 -8.53
C 1.12 -2.11 -7.36
C 2.34 -2.48 -6.45
C 2.23 -3.86 -5.87
N 2.38 -1.53 -5.39
H -0.78 -2.38 -9.11
H 0.12 -3.15 -10.34
H 0.54 -1.46 -9.85
H 1.29 -1.05 -7.57
H 0.08 -2.19 -7.05
H 3.27 -2.45 -7.01
H 2.89 -3.99 -5.02
H 2.46 -4.66 -6.57
H 1.21 -4.02 -5.53
H 1.44 -1.54 -5.01
H 2.55 -0.64 -5.84
C -4.43 6.58 -2.10
O -3.02 6.77 -2.17
C -2.49 7.80 -1.30
C -0.98 7.57 -1.16
C -0.16 8.59 -0.33
N -0.42 7.66 -2.46
H -4.64 5.85 -2.88
H -4.99 7.48 -2.37
H -4.81 6.19 -1.15
H -2.68 8.82 -1.65
H -2.97 7.74 -0.32
H -0.83 6.59 -0.71
H -0.50 8.49 0.70
H -0.27 9.62 -0.64
H 0.85 8.18 -0.24
H -0.34 8.57 -2.88
H -1.04 7.13 -3.05
*
```

Properties
* HOMO-LUMO gap: 9.36 eV
* M: 891.4 g/mol
* LUMO level: 0.3 eV
* energy relative to the best compared isomer or geometry (same formula, charge and spin): 129.0 kcal/mol
* strongest force on any atom: 2.84 eV Å⁻¹
* highest occupied orbital energy: -9.1 eV

---

(8)
This record from the OMol25 dataset describes a cluster of 2 separate species, C3H9NO2 in total at a distorted geometry. The level of theory is ωB97M-V/def2-TZVPD.

```
! RIJCOSX wB97M-V def2-TZVPD def2/J DEFGRID3
* xyz 0 1
C 1.11 0.64 0.56
N -0.27 0.83 0.12
C -0.60 2.09 -0.52
C -1.03 -0.29 -0.03
O -0.83 -1.34 0.55
H 1.12 -0.12 1.34
H 1.45 1.54 1.03
H 1.77 0.41 -0.27
H -0.15 2.15 -1.51
H -0.38 2.89 0.17
H -1.68 2.10 -0.66
H -1.94 -0.03 -0.59
O 0.68 -3.66 -0.41
H 0.66 -4.26 0.34
H 0.08 -2.95 -0.12
*
```

Properties
* HOMO-LUMO gap: 10.50 eV
* M: 91.1 g/mol
* LUMO level: 0.7 eV
* energy relative to the best compared isomer or geometry (same formula, charge and spin): 22.4 kcal/mol
* strongest force on any atom: 1.87 eV Å⁻¹
* highest occupied orbital energy: -9.8 eV

---

(9)
This record from the OMol25 dataset describes the molecule C4H9NO2 at a distorted geometry. The level of theory is ωB97M-V/def2-TZVPD.

```
! RIJCOSX wB97M-V def2-TZVPD def2/J DEFGRID3
* xyz 0 1
C -1.41 -0.29 1.40
N -1.09 1.19 0.99
C 0.14 1.29 0.75
O 0.89 0.18 0.90
C 1.28 -0.55 -0.25
C 0.64 -0.16 -1.57
O -0.75 -0.35 -1.62
H -2.21 -0.57 0.73
H -0.71 -1.16 1.39
H -1.69 -0.17 2.44
H 0.74 2.17 0.47
H 2.36 -0.41 -0.29
H 1.05 -1.60 -0.04
H 0.89 0.88 -1.83
H 1.06 -0.81 -2.34
H -1.18 0.36 -1.13
*
```

Properties
* HOMO-LUMO gap: 11.01 eV
* M: 103.1 g/mol
* LUMO level: 0.9 eV
* energy relative to the best compared isomer or geometry (same formula, charge and spin): 74.5 kcal/mol
* strongest force on any atom: 1.60 eV Å⁻¹
* highest occupied orbital energy: -10.1 eV

---

Calculated total energy, record by record: -9601.3046, -1588.6181, -2284.4026, -3324.6122, -535.0124, -1469.4884, -2889.6055, -324.9370, -362.9669 a.u.